# 1
Here is a cluster of 9 separate species, C46H106N4O12 in total at a distorted geometry from the OMol25 dataset. Energies are from ωB97M-V/def2-TZVPD.

* charge: 0
* largest force on an atom: 3.9 eV Å⁻¹
* LUMO level: 0.45 eV
* SMILES: CC1(C)CCCC(C)(C)N1O.CC1(C)CCCC(C)(C)N1O.CC1(C)CCCC(C)(C)N1O.CC1(C)CCCC(C)(C)N1O.OCCO.OCCO.OCCO.CCO.CCO

Structure (XYZ):
```
168
C46H106N4O12 | the OMol25 dataset | ωB97M-V/def2-TZVPD
C -5.687 9.322 16.193
C -6.969 8.609 16.710
O -6.519 7.357 17.293
O -4.666 9.796 17.112
H -5.948 10.125 15.504
H -5.103 8.657 15.557
H -7.649 8.538 15.861
H -7.526 9.197 17.439
H -6.544 7.501 18.242
H -4.359 9.043 17.623
C -2.753 7.972 20.065
C -3.066 9.338 20.726
O -4.428 9.405 21.143
O -3.596 7.774 18.948
H -2.826 7.081 20.689
H -1.765 7.976 19.604
H -2.879 10.115 19.985
H -2.454 9.486 21.615
H -4.895 9.924 20.484
H -3.297 6.935 18.589
C -6.857 6.716 20.604
C -6.717 6.706 22.137
O -5.336 7.004 22.322
O -6.361 7.874 19.868
H -7.856 6.538 20.206
H -6.281 5.900 20.167
H -6.969 5.721 22.529
H -7.332 7.505 22.551
H -5.125 7.902 22.056
H -5.428 7.942 20.087
C -7.512 1.733 23.229
C -7.844 2.400 21.899
O -6.671 2.793 21.274
H -8.365 1.471 23.855
H -6.914 2.358 23.893
H -6.965 0.791 23.177
H -8.519 3.238 22.078
H -8.449 1.674 21.356
H -6.152 2.000 21.120
C -8.333 4.453 18.512
C -8.679 3.846 17.111
O -8.495 4.807 16.059
H -9.077 5.223 18.715
H -7.315 4.795 18.700
H -8.427 3.597 19.180
H -9.719 3.594 16.907
H -8.052 2.966 16.972
H -7.731 5.348 16.271
C -13.785 7.344 23.252
C -12.527 7.783 22.535
C -11.731 6.486 22.137
C -10.523 6.726 21.136
C -11.063 7.382 19.845
C -11.870 8.733 20.182
N -12.849 8.517 21.234
O -13.721 9.591 21.352
C -10.859 9.804 20.422
C -12.571 9.102 18.864
C -11.723 8.643 23.561
H -13.540 6.777 24.151
H -14.426 6.754 22.597
H -14.369 8.248 23.427
H -11.390 5.956 23.026
H -12.490 5.827 21.714
H -10.055 5.751 20.999
H -9.801 7.359 21.651
H -11.629 6.616 19.316
H -10.154 7.576 19.275
H -9.994 9.817 19.760
H -11.307 10.793 20.526
H -10.457 9.645 21.423
H -11.904 8.957 18.014
H -13.354 8.369 18.671
H -13.024 10.080 18.700
H -12.144 9.634 23.728
H -10.680 8.741 23.259
H -11.616 8.178 24.542
H -13.176 10.269 21.758
C -2.427 7.758 24.869
C -1.861 6.290 24.783
C -1.852 5.780 26.261
C -1.855 4.269 26.547
C -2.942 3.657 25.688
C -2.934 3.991 24.210
N -2.807 5.448 24.033
O -3.017 5.887 22.720
C -1.899 3.101 23.500
C -4.378 3.649 23.663
C -0.463 6.182 24.150
H -1.723 8.445 25.337
H -3.411 7.853 25.329
H -2.513 8.221 23.886
H -0.894 5.960 26.751
H -2.549 6.254 26.953
H -1.956 4.108 27.620
H -0.960 3.677 26.360
H -3.917 3.881 26.120
H -2.929 2.579 25.853
H -1.626 3.539 22.540
H -1.041 2.923 24.148
H -2.289 2.098 23.328
H -5.168 4.300 24.038
H -4.464 3.685 22.577
H -4.686 2.680 24.056
H -0.221 5.126 24.030
H 0.327 6.634 24.751
H -0.397 6.502 23.110
H -3.878 6.313 22.715
C -7.533 8.891 29.042
C -7.946 8.339 27.699
C -6.781 8.592 26.752
C -6.706 7.794 25.424
C -6.933 6.332 25.826
C -8.215 6.007 26.618
N -8.158 6.901 27.834
O -9.090 6.612 28.803
C -9.418 6.225 25.710
C -8.083 4.514 27.080
C -9.262 9.107 27.353
H -6.717 8.320 29.484
H -6.966 9.816 28.933
H -8.375 8.910 29.735
H -6.863 9.617 26.390
H -5.848 8.645 27.313
H -7.570 8.043 24.808
H -5.799 8.014 24.860
H -6.032 5.939 26.296
H -6.914 5.888 24.830
H -9.335 5.676 24.772
H -9.410 7.231 25.290
H -10.341 6.091 26.273
H -7.146 4.318 27.599
H -8.134 3.741 26.313
H -8.873 4.293 27.798
H -9.653 8.974 26.344
H -10.050 8.825 28.050
H -9.113 10.174 27.522
H -8.622 5.971 29.343
C -2.086 7.135 16.085
C -1.495 5.850 16.670
C -0.289 6.203 17.569
C 0.068 5.156 18.572
C -1.146 4.653 19.369
C -2.393 4.225 18.462
N -2.637 5.253 17.449
O -3.646 4.825 16.656
C -1.958 2.873 17.836
C -3.625 4.072 19.348
C -0.967 4.834 15.617
H -2.508 7.821 16.820
H -3.000 6.955 15.519
H -1.302 7.533 15.441
H 0.601 6.234 16.940
H -0.329 7.166 18.078
H 0.899 5.566 19.146
H 0.555 4.295 18.114
H -1.288 5.409 20.141
H -0.776 3.823 19.971
H -1.013 2.894 17.294
H -1.891 2.060 18.559
H -2.711 2.582 17.104
H -3.449 3.432 20.213
H -3.856 5.031 19.812
H -4.484 3.814 18.729
H -0.132 4.164 15.821
H -0.644 5.419 14.756
H -1.686 4.132 15.195
H -4.355 5.399 16.956
```


# 2
Here is a structure of composition C20H19AuN7O from the OMol25 dataset. Energies are from ωB97M-V/def2-TZVPD.

* charge: +1
* largest force on an atom: 0.2 eV Å⁻¹
* LUMO level: -2.59 eV
* relative energy (zero: lowest compared OMol25 entry of this formula, charge and spin): 0.0 kcal/mol

Structure (XYZ):
```
48
C20H19AuN7O | the OMol25 dataset | ωB97M-V/def2-TZVPD
Au 0.376 0.201 -0.818
O -0.280 4.137 0.227
C -0.205 2.925 0.343
N 0.431 2.151 -0.577
C 1.299 2.826 -1.523
C 2.472 1.945 -1.847
C 3.607 2.423 -2.488
C 4.649 1.556 -2.750
C 4.542 0.223 -2.370
C 3.386 -0.189 -1.748
N 2.379 0.656 -1.493
C -0.748 2.252 1.579
C -1.804 2.863 2.241
C -2.275 2.282 3.405
C -1.655 1.135 3.874
C -0.593 0.614 3.151
N -0.146 1.148 2.017
H 1.651 3.756 -1.074
H 0.786 3.108 -2.451
H 3.661 3.467 -2.765
H 5.543 1.913 -3.244
H 5.336 -0.483 -2.556
H 3.236 -1.216 -1.442
H -2.224 3.772 1.837
H -3.104 2.721 3.944
H -1.979 0.652 4.786
H -0.075 -0.272 3.501
C -4.363 0.000 -0.114
C -3.821 0.868 -1.049
C -2.445 0.929 -1.237
C -1.615 0.110 -0.485
C -2.149 -0.764 0.449
C -3.524 -0.812 0.636
H -5.434 -0.042 0.034
H -4.465 1.509 -1.637
H -2.039 1.623 -1.961
H -1.511 -1.391 1.060
H -3.936 -1.489 1.373
N 0.963 -4.497 1.247
C 0.677 -5.000 0.038
N 0.633 -6.322 -0.119
N 0.426 -4.260 -1.034
C 0.450 -2.974 -0.967
N 0.490 -1.818 -1.012
H 1.140 -5.088 2.040
H 0.995 -3.502 1.387
H 0.834 -6.965 0.626
H 0.427 -6.682 -1.035
```


# 3
Here is a structure of composition C11H18F5MnO11SV2 at a distorted geometry from the OMol25 dataset. Energies are from ωB97M-V/def2-TZVPD.

* 2S+1: 8
* charge: +1
* largest force on an atom: 4.5 eV Å⁻¹
* LUMO level (spin up / spin down): -6.87 / -6.84 eV
* <S²>: 15.788

Structure (XYZ):
```
49
C11H18F5MnO11SV2 | the OMol25 dataset | ωB97M-V/def2-TZVPD
O 2.950 2.311 -1.269
V 1.483 2.108 -0.816
O -3.168 2.559 2.475
V -1.995 2.345 1.461
Mn -1.723 1.350 -1.809
F -0.448 1.646 -0.072
F 0.806 4.029 -1.119
C -4.715 1.870 -0.479
O -3.345 1.566 -0.264
H -4.888 1.666 -1.546
H -5.468 1.164 -0.124
H -4.920 2.922 -0.291
C 0.572 0.767 -3.985
O 0.387 1.173 -2.644
H 1.585 1.029 -4.307
H 0.423 -0.304 -4.101
H 0.006 1.378 -4.693
C 1.720 4.313 3.346
F 2.918 4.638 2.921
F 1.571 4.173 4.640
F 0.853 5.269 2.979
S 1.222 2.702 2.576
O 1.750 1.605 3.374
O -0.223 2.634 2.549
O 1.855 2.627 1.234
O 2.117 0.196 0.110
C 1.937 -0.672 0.952
O 1.043 -1.644 0.807
C 1.111 -2.571 1.900
C 1.758 -1.770 2.988
C 2.783 -0.952 2.154
H 1.473 -3.576 1.674
H 0.101 -2.855 2.209
H 2.211 -2.412 3.744
H 1.093 -1.122 3.557
H 3.528 -1.623 1.711
H 3.267 -0.061 2.539
O -1.584 -0.797 -1.268
C -1.440 -1.956 -1.641
O -2.171 -2.926 -1.202
C -1.717 -4.176 -1.724
C -0.256 -3.910 -2.099
C -0.390 -2.463 -2.651
H -2.263 -4.518 -2.604
H -1.847 -4.953 -0.974
H 0.117 -4.592 -2.860
H 0.336 -3.918 -1.184
H -0.937 -2.396 -3.594
H 0.521 -1.877 -2.581
```


# 4
Here is a structure of composition C31H45AlBrCl2F4LiMgN4NaO9S at a distorted geometry from the OMol25 dataset. Energies are from ωB97M-V/def2-TZVPD.

* charge: +1
* largest force on an atom: 2.7 eV Å⁻¹
* LUMO level: -7.49 eV

Structure (XYZ):
```
101
C31H45AlBrCl2F4LiMgN4NaO9S | the OMol25 dataset | ωB97M-V/def2-TZVPD
Br -2.171 3.039 3.914
C -2.226 2.625 1.992
C -1.571 1.238 1.731
C -2.231 0.563 0.499
C -1.339 -0.593 0.065
C -1.802 -1.940 0.189
C -0.976 -2.940 -0.186
C 0.329 -2.688 -0.685
N 1.110 -3.757 -1.007
C 2.302 -3.439 -1.459
C 3.235 -4.594 -1.798
C 4.744 -4.270 -1.662
C 5.532 -5.334 -0.828
C 6.778 -4.618 -0.290
C 7.887 -4.567 -1.130
C 9.023 -3.896 -0.713
C 9.004 -3.291 0.530
C 7.923 -3.352 1.377
C 6.775 -4.025 0.956
C 2.709 -2.078 -1.631
N 1.997 -1.019 -1.338
C 0.776 -1.371 -0.831
C -0.102 -0.336 -0.427
H -3.283 2.589 1.709
H -1.652 3.347 1.405
H -1.697 0.563 2.587
H -0.507 1.435 1.552
H -2.333 1.263 -0.334
H -3.196 0.171 0.845
H -2.793 -2.144 0.588
H -1.285 -3.982 -0.105
H 2.946 -5.445 -1.168
H 3.029 -4.913 -2.832
H 4.940 -3.316 -1.153
H 5.196 -4.155 -2.658
H 4.932 -5.615 0.047
H 5.809 -6.185 -1.458
H 7.827 -5.054 -2.103
H 9.888 -3.826 -1.369
H 9.887 -2.738 0.851
H 7.894 -2.871 2.353
H 5.885 -4.098 1.581
H 3.715 -1.901 -2.019
H 0.253 0.693 -0.514
F 6.339 -8.806 3.025
Al 4.788 -8.001 2.688
F 4.305 -8.423 1.127
F 5.033 -6.329 2.803
F 3.669 -8.530 3.831
Mg 8.058 -8.127 2.901
C -0.911 3.683 -2.843
S -1.366 3.882 -1.125
O -1.488 2.511 -0.531
C -3.039 4.479 -1.441
H 0.095 3.277 -2.887
H -1.604 2.994 -3.330
H -0.928 4.651 -3.341
H -3.591 3.744 -2.019
H -2.989 5.425 -1.981
H -3.533 4.632 -0.483
C -3.374 6.464 2.998
N -3.549 6.629 1.526
O -4.711 6.688 1.091
O -2.566 6.688 0.859
H -4.360 6.419 3.462
H -2.831 5.536 3.166
H -2.810 7.320 3.358
C 1.679 6.352 -3.829
O 2.537 7.255 -3.871
O 1.580 5.616 -4.978
O 0.928 6.057 -2.889
H 2.272 6.090 -5.477
C 2.672 0.718 -3.505
C 1.925 0.895 -4.798
O 1.045 1.788 -4.845
O 2.214 0.153 -5.752
H 2.327 1.427 -2.745
H 2.518 -0.295 -3.127
H 3.738 0.879 -3.672
C -7.626 0.253 3.451
C -6.388 1.102 3.305
O -6.096 1.650 2.246
N -5.590 1.249 4.390
C -5.757 0.692 5.720
H -8.155 0.234 2.502
H -7.357 -0.769 3.719
H -8.288 0.673 4.209
H -4.783 1.827 4.210
H -5.812 1.508 6.442
H -4.891 0.074 5.957
H -6.657 0.090 5.793
Li 7.614 -11.164 3.490
Na -6.352 7.250 2.427
Cl -4.594 1.665 -1.237
C -6.311 2.118 -1.302
C -6.716 2.380 -2.725
Cl -5.883 3.848 -3.299
H -6.459 2.998 -0.680
H -6.888 1.301 -0.872
H -7.790 2.550 -2.799
H -6.459 1.552 -3.382
```


# 5
Here is a structure of composition C66H46IrN6O2S2 at a distorted geometry from the OMol25 dataset. Energies are from ωB97M-V/def2-TZVPD.

* 2S+1: 2
* charge: 0
* largest force on an atom: 1.5 eV Å⁻¹
* LUMO level (spin up / spin down): -2.54 / -2.57 eV
* <S²>: 0.794

Structure (XYZ):
```
123
C66H46IrN6O2S2 | the OMol25 dataset | ωB97M-V/def2-TZVPD
Ir 0.165 -0.686 0.415
C 7.394 0.735 -1.504
C 6.240 1.476 -1.726
C 4.999 0.937 -1.420
C 4.895 -0.353 -0.894
C 6.055 -1.090 -0.680
C 7.297 -0.546 -0.984
C 3.522 -0.821 -0.512
C 2.586 -0.909 -1.523
C 2.957 -0.921 -2.893
C 1.805 -1.001 -3.611
C 0.744 -1.030 -2.675
C -0.683 -0.900 -3.118
C -0.786 -0.802 -4.644
C -0.605 -1.797 -5.552
C -0.999 -1.618 -6.889
C -1.658 -0.420 -7.286
C -1.832 0.611 -6.429
C -1.287 0.551 -5.043
C -2.303 -1.683 -1.295
N -1.804 -0.896 -0.324
C -2.918 -0.441 0.385
C -2.921 0.521 1.387
C -4.177 1.290 1.643
C -5.282 0.718 2.268
C -6.428 1.468 2.488
C -6.478 2.798 2.096
C -5.373 3.376 1.483
C -4.226 2.626 1.254
C -1.834 0.807 2.199
C -1.938 1.539 3.423
C -0.796 1.309 4.116
C 0.034 0.488 3.289
N -0.606 0.186 2.121
C 1.313 0.070 3.639
C 2.198 -0.511 2.740
C 3.571 -0.774 3.061
C 4.215 -0.971 1.889
C 3.232 -0.877 0.851
N 1.995 -0.650 1.392
C 1.837 0.439 4.987
C 2.466 1.668 5.168
C 2.995 2.013 6.404
C 2.894 1.131 7.473
C 2.265 -0.094 7.299
C 1.737 -0.438 6.060
C -4.091 -1.055 -0.116
C -3.696 -1.870 -1.133
N 1.195 -0.999 -1.408
H 8.365 1.157 -1.731
H 6.302 2.477 -2.136
H 4.095 1.515 -1.573
H 5.987 -2.101 -0.295
H 8.194 -1.129 -0.812
H 3.970 -0.887 -3.262
H 1.706 -1.032 -4.682
H -0.192 -2.750 -5.237
H -0.853 -2.417 -7.604
H -2.019 -0.339 -8.304
H -2.321 1.526 -6.742
H -0.484 1.304 -4.955
H -5.229 -0.313 2.601
H -7.285 1.009 2.967
H -7.374 3.382 2.265
H -5.399 4.415 1.177
H -3.377 3.066 0.746
H -2.804 2.101 3.734
H -0.532 1.643 5.106
H 3.984 -0.783 4.056
H 5.262 -1.178 1.743
H 2.534 2.357 4.332
H 3.488 2.968 6.533
H 3.311 1.395 8.437
H 2.185 -0.787 8.128
H 1.245 -1.394 5.921
H -5.085 -0.914 0.273
H -4.315 -2.531 -1.717
C 3.844 4.720 1.412
C 2.659 4.251 0.612
C 2.262 2.920 0.644
C 1.189 2.488 -0.119
C 0.495 3.381 -0.918
C 0.880 4.717 -0.967
C 1.950 5.140 -0.200
S -0.875 2.889 -1.915
O -2.100 3.242 -1.252
O -0.653 3.411 -3.239
N -0.660 1.257 -1.929
C -1.243 0.496 -2.761
C -2.244 0.890 -3.829
C -3.502 0.070 -3.948
C -3.642 -1.263 -3.968
C -2.706 -2.322 -3.620
C -2.870 -3.579 -4.166
C -1.994 -4.601 -3.862
C -0.927 -4.345 -2.934
N -0.723 -3.230 -2.334
C -1.601 -2.102 -2.585
H 4.152 3.964 2.135
H 3.622 5.644 1.947
H 4.690 4.915 0.749
H 2.792 2.202 1.264
H 0.895 1.452 -0.105
H 0.349 5.407 -1.612
H 2.245 6.183 -0.229
H -2.475 1.948 -3.775
H -4.379 0.653 -4.202
H -4.610 -1.630 -4.301
H -3.668 -3.743 -4.882
H -2.087 -5.575 -4.324
H -0.216 -5.138 -2.708
S 0.204 -3.037 0.677
C -0.898 -3.565 1.955
C -1.161 -4.936 2.013
C -1.964 -5.460 3.016
C -2.526 -4.630 3.974
C -2.280 -3.266 3.915
C -1.472 -2.735 2.917
H -0.717 -5.587 1.267
H -2.150 -6.527 3.047
H -3.148 -5.042 4.759
H -2.714 -2.602 4.654
H -1.272 -1.681 2.884
```